Entry from the OMol25 dataset: a gas-phase ion, C2H4N (charge +1) at a distorted geometry (wB97M-V/def2-TZVPD).

Calculated values
E_LUMO ... -4.6 eV
Energy ... -132.98355 a.u.
Frontier orbital gap ... 11.9 eV
Energy above the lowest of the compared OMol25 structures with the same formula, charge and spin ... 19.8 kcal per mole
HOMO level ... -16.5160 eV
Net charge ... +1

```
7
Properties=species:S:1:pos:R:3:forces:R:3
C -1.6322 -0.0185 0.0302 1.69 0.62 -0.68
C -0.4352 0.0818 -0.0900 -2.10 -0.93 0.98
N 0.9718 0.0050 0.0123 -1.24 -2.36 -0.64
H -2.6935 0.0644 -0.0470 -0.12 -0.19 0.19
H 1.2588 -0.0824 -0.9777 0.97 0.57 0.55
H 1.3020 -0.8580 0.5368 -0.51 0.94 -0.61
H 1.2282 0.8078 0.5355 1.31 1.35 0.21
```
Forces are in eV/Å.

Atom charges from the Mulliken analysis, given in e for atoms 1 to 5: -0.235, -0.138, -0.225, 0.425, 0.406

***

Entry from the OMol25 dataset: a molecular structure, C44H62CrN2OP2S2Si4 at a distorted geometry (wB97M-V/def2-TZVPD).

Calculated values
E_LUMO (spin up / spin down) ... 4.2 / 4.2 eV
<S²> ... 6.01
Energy ... -5580.44970 a.u.
Frontier orbital gap (spin up / spin down) ... 5.3 / 6.1 eV
Spin multiplicity ... 5
Energy above the lowest of the compared OMol25 structures with the same formula, charge and spin ... 6.8 kcal per mole
HOMO level (spin up / spin down) ... -1.0434 / -1.8437 eV
Net charge ... -2

```
118
Properties=species:S:1:pos:R:3:forces:R:3
Cr 0.5276 0.2570 0.1880 0.17 -0.53 -0.27
S -1.1461 -0.3398 1.9944 -0.02 -0.01 0.20
P -2.1499 -0.9488 0.3441 0.79 -0.18 -0.39
C -1.3302 -0.4195 -1.0442 -1.54 -0.19 0.01
P -2.2500 0.5239 -2.1284 0.42 -0.27 -0.20
S -2.4007 2.5046 -1.9475 -0.04 0.05 0.03
C -3.9712 -0.1309 -2.5011 0.10 0.02 -0.04
C -5.0807 0.7017 -2.4993 -0.17 0.07 0.01
C -6.3333 0.2288 -2.8911 0.15 0.08 0.06
C -6.4892 -1.0859 -3.3018 -0.02 0.04 0.04
C -5.3887 -1.9326 -3.2951 0.10 -0.01 0.04
C -4.1486 -1.4564 -2.8943 -0.04 -0.09 0.05
C -1.6021 0.1387 -3.8284 -0.03 0.10 0.06
C -1.7231 1.0455 -4.8743 0.02 0.04 -0.13
C -1.3764 0.6839 -6.1735 -0.04 0.08 0.13
C -0.9063 -0.5936 -6.4419 0.02 -0.03 0.02
C -0.7595 -1.4999 -5.3998 0.03 0.03 0.11
C -1.0964 -1.1279 -4.1023 0.13 -0.07 -0.07
C -2.1772 -2.7940 0.4782 -0.30 0.07 0.01
C -2.4175 -3.4265 1.6976 0.01 -0.06 -0.01
C -2.5044 -4.8092 1.7710 0.01 0.05 0.01
C -2.3541 -5.5808 0.6224 -0.01 -0.01 0.07
C -2.1189 -4.9614 -0.5936 0.03 0.14 -0.05
C -2.0366 -3.5713 -0.6609 0.04 -0.13 -0.07
C -3.9341 -0.5724 0.5825 0.15 0.18 0.11
C -4.9686 -1.4591 0.3155 -0.20 -0.06 0.01
C -6.2932 -1.0649 0.4822 0.12 -0.10 -0.03
C -6.5908 0.2167 0.9219 -0.05 -0.05 -0.03
C -5.5625 1.1078 1.1882 0.14 0.03 -0.02
C -4.2426 0.7131 1.0176 -0.05 0.17 0.00
H -4.9452 1.7322 -2.1890 0.00 -0.02 -0.04
H -7.1864 0.8991 -2.8782 0.02 -0.01 0.01
H -7.4591 -1.4538 -3.6174 -0.01 0.01 0.01
H -5.4968 -2.9670 -3.6020 0.02 0.00 0.01
H -3.3033 -2.1309 -2.8742 0.03 -0.01 -0.07
H -2.0885 2.0414 -4.6488 -0.01 -0.01 -0.01
H -1.4746 1.4043 -6.9782 0.00 0.00 0.01
H -0.6407 -0.8774 -7.4544 0.00 0.01 0.02
H -0.3632 -2.4909 -5.5942 -0.02 0.01 0.02
H -0.9523 -1.8072 -3.2688 -0.01 -0.01 -0.03
H -2.5159 -2.8204 2.5914 0.01 -0.02 0.00
H -2.6745 -5.2891 2.7281 0.00 0.01 -0.01
H -2.4140 -6.6623 0.6797 0.01 0.03 0.01
H -1.9954 -5.5569 -1.4914 0.00 0.02 0.00
H -1.8445 -3.0655 -1.6010 0.04 -0.01 0.04
H -4.7478 -2.4598 -0.0354 0.00 -0.01 0.00
H -7.0919 -1.7623 0.2569 0.01 0.00 0.00
H -7.6234 0.5233 1.0448 0.00 -0.01 0.00
H -5.7868 2.1150 1.5192 0.02 0.00 0.00
H -3.4293 1.4037 1.2114 -0.05 -0.01 0.01
C -0.8367 3.1657 2.1273 -0.01 -0.02 -0.01
C -0.0130 3.3762 0.8933 -0.11 0.04 -0.12
C 0.2224 4.6604 0.4365 -0.02 0.04 0.00
C 0.8991 4.8259 -0.7729 0.00 0.03 0.03
C 1.3734 3.7397 -1.4556 -0.07 -0.10 -0.06
C 1.1993 2.4474 -0.8980 0.03 -0.19 -0.05
N 0.4453 2.3060 0.2358 0.33 0.67 0.14
N 1.6999 1.2767 -1.3313 -0.26 0.24 0.27
Si 2.8666 1.0539 -2.5568 0.24 -0.04 0.04
C 2.1628 0.8640 -4.2745 -0.24 0.03 -0.19
C 3.8574 -0.5052 -2.2527 0.00 -0.21 -0.02
C 4.2135 2.3774 -2.6915 0.05 0.15 0.11
H -0.7435 4.0272 2.7918 -0.03 -0.02 -0.02
H -0.5480 2.2600 2.6523 0.03 -0.02 0.02
H -1.8870 3.0568 1.8424 0.03 -0.03 0.02
H -0.1610 5.5053 0.9939 0.03 -0.01 -0.02
H 1.0533 5.8218 -1.1760 -0.04 -0.01 -0.01
H 1.8516 3.8487 -2.4165 0.03 0.00 -0.01
H 1.3994 0.0819 -4.2733 -0.02 0.02 -0.06
H 2.9496 0.5749 -4.9813 -0.04 0.04 0.03
H 1.6863 1.7795 -4.6399 0.02 -0.05 0.02
H 3.2926 -1.3993 -2.5266 0.07 0.06 0.02
H 4.1623 -0.6052 -1.2092 -0.02 0.02 -0.08
H 4.7610 -0.4768 -2.8737 -0.05 -0.01 0.04
H 4.7240 2.2312 -3.6506 0.03 -0.01 0.07
H 4.9506 2.2578 -1.8903 -0.06 0.00 -0.04
H 3.8601 3.4080 -2.6572 0.02 -0.03 -0.02
C 1.3015 -2.4996 -1.0827 -0.09 0.15 0.15
O 1.4651 -1.6981 0.0856 0.21 -0.11 -0.12
Si 2.3772 -2.3293 1.4316 -0.31 0.17 -0.30
C 3.9395 -3.0158 0.6231 0.24 -0.01 -0.01
C 1.4065 -3.8730 1.8773 -0.12 -0.12 0.12
C 2.5774 -1.0644 2.6445 0.03 -0.26 0.26
Si 3.9865 0.0602 2.5676 0.15 0.23 -0.08
C 5.6824 -0.7699 2.2984 0.13 -0.14 0.00
C 4.2698 1.1174 4.1248 -0.11 -0.03 0.18
C 3.8977 1.3799 1.2257 0.00 0.06 -0.13
Si 1.8772 -1.2758 4.2999 -0.01 0.12 0.07
C 1.2779 0.3762 5.0311 -0.06 0.15 0.08
C 0.3938 -2.4176 4.5458 -0.19 -0.12 -0.15
C 3.1316 -2.0166 5.5407 0.10 0.04 0.10
H 0.8272 -1.8872 -1.8490 -0.01 0.00 -0.01
H 0.6577 -3.3568 -0.8739 -0.05 -0.01 0.02
H 2.2646 -2.8634 -1.4432 0.03 0.00 0.02
H 3.7238 -3.8528 -0.0480 0.00 0.03 0.01
H 4.5964 -3.3853 1.4186 -0.05 0.00 -0.08
H 4.5004 -2.2624 0.0635 -0.04 -0.10 0.04
H 1.4232 -4.5885 1.0488 0.00 0.02 0.01
H 0.3640 -3.6258 2.0915 0.05 -0.05 -0.01
H 1.8271 -4.3684 2.7589 -0.02 0.00 -0.09
H 6.4841 -0.1692 2.7441 -0.03 0.00 -0.06
H 5.9084 -0.8948 1.2331 -0.01 0.00 0.11
H 5.7080 -1.7634 2.7583 0.03 0.08 0.00
H 4.2095 0.5523 5.0592 0.04 0.06 -0.03
H 3.5381 1.9283 4.1867 0.07 -0.04 -0.01
H 5.2667 1.5675 4.0638 -0.04 -0.01 -0.03
H 4.6534 2.1583 1.3908 0.00 -0.05 -0.03
H 2.9108 1.8551 1.2302 0.11 0.01 0.01
H 4.0475 0.9668 0.2232 -0.04 0.07 0.12
H 0.2037 0.3290 5.2459 0.09 -0.01 -0.02
H 1.4307 1.1840 4.3110 -0.05 -0.03 0.06
H 1.8007 0.6432 5.9574 -0.06 0.00 -0.06
H -0.3878 -2.2118 3.8065 0.09 -0.02 0.15
H -0.0231 -2.2312 5.5437 0.06 0.00 -0.05
H 0.6632 -3.4736 4.4807 -0.03 0.01 0.04
H 4.1466 -1.6629 5.3359 -0.04 -0.02 0.05
H 3.1416 -3.1087 5.4374 0.00 0.07 -0.02
H 2.8903 -1.7793 6.5859 -0.01 -0.04 -0.08
```
Forces are in eV/Å.

Atom charges from the Mulliken analysis, given in e for atoms 1 to 5: -0.167, -0.803, 1.416, -0.373, 1.728

***

Entry from the OMol25 dataset: 2 unconnected molecules or ions with the total composition C4H9O2S at a distorted geometry (wB97M-V/def2-TZVPD).

Calculated values
E_LUMO (spin up / spin down) ... 4.0 / 3.4 eV
<S²> ... 2.01
Energy ... -706.28882 a.u.
Frontier orbital gap (spin up / spin down) ... 6.3 / 7.0 eV
Spin multiplicity ... 3
HOMO level (spin up / spin down) ... -2.3084 / -3.5662 eV
Net charge ... -1

```
16
Properties=species:S:1:pos:R:3:forces:R:3
C 0.6496 -0.0134 1.4856 -1.21 -1.22 1.53
C -1.6029 -1.5489 1.7904 -0.57 1.53 -0.57
C 1.7758 1.2244 -2.2183 1.28 -0.28 2.16
C -0.2597 -1.0881 1.0844 -0.67 0.31 -1.76
O -0.3642 2.6483 -1.3521 -0.44 1.05 0.06
O -0.5746 0.2133 -1.2599 0.08 0.56 -0.54
S 0.2517 1.4064 -0.8730 1.38 -0.65 -2.31
H 0.2444 0.7077 2.1524 0.52 1.21 0.55
H -2.4323 -0.7571 1.6356 1.28 -1.01 -0.50
H -1.9243 -2.4683 1.2187 0.15 0.77 1.26
H -1.6726 -1.5283 2.8883 0.65 -1.14 -0.08
H 1.7013 0.3281 -2.8402 -0.15 -0.19 0.43
H 1.8210 2.0634 -2.8931 -0.27 0.65 0.01
H 2.7795 1.2137 -1.5919 -1.87 -0.12 -1.22
H 0.3096 -1.8968 0.5816 -0.56 0.00 0.47
H -0.7023 -0.5044 0.1915 0.39 -1.47 0.53
```
Forces are in eV/Å.

Atom charges from the Mulliken analysis, given in e for atoms 1 to 5: -0.948, -1.041, -0.904, 0.229, -0.713

***

Entry from the OMol25 dataset: a molecular structure, CH2I3P at a distorted geometry (wB97M-V/def2-TZVPD).

Calculated values
E_LUMO (spin up / spin down) ... -1.3 / -1.6 eV
Energy ... -1273.58386 a.u.
Frontier orbital gap (spin up / spin down) ... 7.1 / 7.3 eV
Energy above the lowest of the compared OMol25 structures with the same formula, charge and spin ... 69.3 kcal per mole
HOMO level (spin up / spin down) ... -8.4304 / -8.8676 eV

```
7
Properties=species:S:1:pos:R:3:forces:R:3
C -3.4123 -0.1317 -0.0508 -0.62 0.73 0.38
P -0.1068 0.9640 0.3185 0.77 0.06 1.79
I -3.8580 -1.6560 1.2949 0.21 -0.02 -0.22
I -4.0065 1.7909 0.6614 0.28 -0.52 -0.25
I -3.7926 -0.4371 -2.0697 0.20 -0.10 0.15
H 0.0794 -0.0969 -0.5780 0.33 -0.47 0.11
H 0.7632 0.4635 1.5254 -1.17 0.34 -1.95
```
Forces are in eV/Å.

Atom charges from the Mulliken analysis, given in e for atoms 1 to 5: -0.510, -0.078, 0.161, 0.142, 0.166

***

- Which value of energy does entry 2 give?
  -5580.44970 a.u.